The following is a DFT calculation (wB97M-V/def2-TZVPD) of a cluster of 3 separate species, C29H60N6O6S in total at a distorted geometry.

XYZ file:
```
102
Properties=species:S:1:pos:R:3:forces:R:3:lowdin_charge:R:1
N -0.583 4.284 3.049 -0.008 -0.047 -0.117 0.12
C -0.114 5.348 2.519 0.218 0.339 0.180 -0.55
N -0.819 6.217 1.675 0.063 -0.352 0.071 0.12
N 1.161 5.820 2.846 -0.391 -0.495 -0.435 0.03
C 2.098 4.885 3.474 0.207 0.044 0.325 -0.20
C 1.794 4.640 4.963 0.023 -0.034 -0.028 -0.19
C 2.636 3.506 5.596 -0.008 0.128 0.066 -0.17
C 2.038 2.077 5.628 -0.017 -0.075 0.053 -0.11
C 2.373 1.090 4.498 -0.341 0.149 0.115 -0.26
O 3.750 1.245 4.095 0.002 0.062 0.129 -0.16
S 3.945 1.100 2.537 0.828 0.385 -0.602 0.61
O 4.206 -0.274 2.195 -0.219 1.035 0.223 -0.23
O 4.839 2.145 2.103 -0.889 -1.233 0.316 -0.23
O 2.466 1.494 2.136 -0.034 -0.014 0.104 -0.19
C 1.506 1.243 3.210 0.152 -0.320 0.014 -0.24
C 0.635 0.000 2.926 -0.206 0.140 -0.094 -0.12
C 0.482 -0.347 1.435 -0.085 0.181 -0.047 -0.19
C -0.202 0.782 0.629 0.031 -0.041 -0.061 -0.17
C 0.395 1.033 -0.778 -0.029 -0.144 0.003 -0.28
N 0.451 2.434 -1.202 -0.092 -0.073 0.080 0.00
H -1.540 4.122 2.746 0.041 -0.018 0.013 0.05
H -1.644 5.795 1.277 0.007 0.011 0.001 0.09
H -0.272 6.680 0.966 0.055 0.113 0.056 0.08
H 1.579 6.274 2.047 0.073 0.242 0.156 0.12
H 2.162 3.955 2.899 -0.109 -0.076 0.114 0.10
H 3.087 5.361 3.410 -0.205 -0.185 -0.021 0.13
H 2.018 5.582 5.487 -0.061 -0.243 -0.084 0.11
H 0.723 4.447 5.112 0.308 0.004 -0.141 0.09
H 3.639 3.484 5.146 -0.172 -0.039 0.055 0.11
H 2.797 3.770 6.652 -0.033 -0.020 -0.291 0.11
H 2.366 1.605 6.564 -0.060 0.087 -0.202 0.12
H 0.938 2.128 5.676 0.259 -0.006 0.025 0.13
H 2.268 0.064 4.874 0.005 0.215 -0.063 0.15
H 0.888 2.146 3.272 0.197 -0.084 -0.147 0.12
H -0.363 0.228 3.339 0.255 -0.157 -0.045 0.13
H 1.015 -0.874 3.470 0.016 0.178 -0.127 0.11
H 1.474 -0.563 1.010 -0.260 0.151 0.105 0.08
H -0.088 -1.284 1.366 0.161 0.196 -0.012 0.10
H -1.270 0.555 0.519 0.150 0.161 0.113 0.09
H -0.154 1.727 1.190 0.092 -0.128 -0.106 0.10
H 1.418 0.635 -0.824 -0.133 0.073 0.061 0.10
H -0.195 0.493 -1.535 0.220 0.105 0.200 0.08
H 1.011 2.961 -0.540 0.029 -0.001 0.015 0.05
H -0.481 2.834 -1.179 -0.041 -0.073 -0.089 0.05
C 3.423 -2.791 -0.441 -0.009 0.036 0.031 -0.02
C 2.520 -3.675 0.436 -0.062 0.153 0.020 -0.47
C 2.937 -5.150 0.383 0.097 -0.036 0.026 -0.13
C 2.621 -5.831 -0.944 0.028 0.031 -0.033 -0.17
C 1.150 -5.664 -1.309 -0.021 -0.058 -0.065 -0.13
C 0.691 -4.200 -1.318 -0.028 0.128 0.016 -0.48
N 1.080 -3.597 0.002 0.119 -0.383 -0.039 -0.11
O 0.228 -3.784 0.935 -0.047 0.171 0.031 -0.03
C 1.290 -3.434 -2.499 -0.013 0.048 0.023 -0.02
C -0.825 -4.132 -1.443 -0.089 -0.135 -0.072 -0.04
C 2.617 -3.166 1.870 -0.007 -0.006 0.074 -0.04
H 3.861 -3.327 -1.281 -0.006 0.000 0.000 0.07
H 2.878 -1.930 -0.827 0.013 0.013 0.040 0.08
H 4.242 -2.409 0.169 0.008 -0.018 -0.009 0.08
H 2.421 -5.681 1.189 -0.032 0.041 -0.002 0.12
H 4.008 -5.203 0.596 -0.009 -0.037 0.012 0.13
H 3.259 -5.438 -1.740 -0.010 0.024 0.004 0.10
H 2.854 -6.895 -0.866 0.024 0.000 -0.026 0.11
H 0.947 -6.090 -2.296 0.001 -0.037 0.018 0.12
H 0.535 -6.211 -0.588 -0.006 0.048 0.022 0.13
H 1.062 -2.369 -2.419 -0.004 -0.008 -0.010 0.09
H 0.836 -3.811 -3.417 -0.011 0.004 0.003 0.09
H 2.365 -3.547 -2.596 -0.019 -0.013 -0.016 0.06
H -1.324 -4.720 -0.676 0.035 0.041 0.036 0.08
H -1.106 -4.530 -2.421 0.014 0.009 0.004 0.09
H -1.185 -3.106 -1.378 0.089 0.025 0.025 0.06
H 2.277 -2.134 1.940 0.094 -0.123 -0.002 0.05
H 3.667 -3.188 2.166 -0.011 -0.002 0.016 0.09
H 2.038 -3.770 2.564 -0.041 -0.044 -0.055 0.08
C -5.293 1.387 -4.304 0.001 0.009 0.055 -0.03
C -3.802 1.528 -3.962 0.007 0.057 0.133 -0.48
C -2.911 0.863 -5.020 0.019 0.042 -0.099 -0.13
C -2.958 -0.661 -4.989 -0.037 -0.005 0.018 -0.17
C -2.638 -1.195 -3.596 0.037 -0.050 -0.025 -0.13
C -3.529 -0.595 -2.499 -0.049 0.044 0.081 -0.47
N -3.465 0.899 -2.638 0.238 -0.114 -0.190 -0.10
O -2.472 1.438 -2.037 -0.213 0.027 0.132 -0.04
C -4.962 -1.126 -2.595 0.017 0.054 0.029 -0.03
C -2.981 -0.960 -1.124 -0.038 -0.093 0.025 -0.04
C -3.468 3.014 -3.858 -0.015 0.006 -0.080 -0.04
H -5.513 0.504 -4.901 0.001 -0.018 0.017 0.07
H -5.904 1.353 -3.402 -0.001 0.041 -0.002 0.09
H -5.607 2.255 -4.884 0.018 -0.019 -0.027 0.08
H -1.880 1.192 -4.855 -0.020 0.012 0.051 0.13
H -3.215 1.239 -6.001 0.037 -0.021 -0.017 0.13
H -3.934 -1.025 -5.323 -0.018 0.010 0.021 0.10
H -2.229 -1.054 -5.700 -0.023 -0.018 -0.021 0.11
H -2.743 -2.283 -3.562 0.033 -0.007 -0.030 0.12
H -1.595 -0.965 -3.355 -0.021 0.035 0.030 0.12
H -5.614 -0.599 -1.897 0.003 -0.010 0.004 0.09
H -4.952 -2.180 -2.318 0.002 0.001 0.010 0.09
H -5.392 -1.055 -3.589 0.013 -0.004 -0.009 0.06
H -1.932 -0.697 -1.026 -0.017 -0.010 -0.029 0.05
H -3.081 -2.036 -0.979 -0.042 0.002 -0.017 0.08
H -3.536 -0.458 -0.331 -0.017 0.037 -0.034 0.10
H -4.043 3.483 -3.059 -0.016 -0.003 -0.007 0.09
H -3.733 3.491 -4.804 0.002 -0.001 0.014 0.09
H -2.412 3.177 -3.665 0.004 -0.016 0.015 0.08
```
Positions in Å, forces in eV/Å.

Net charge: 0
Lowest unoccupied orbital energy (spin up / spin down): 0.5 / 0.5 eV
2S+1: 3



The following is a DFT calculation (wB97M-V/def2-TZVPD) of a cluster of 2 separate species, CH3Cl2OP in total at a distorted geometry.

XYZ file:
```
8
Properties=species:S:1:pos:R:3:forces:R:3:lowdin_charge:R:1
C -0.592 0.328 0.408 -0.998 -0.281 1.806 -0.42
O 0.218 -1.195 -0.814 -1.668 -2.222 -1.682 -0.07
P -1.911 -0.052 -0.741 0.032 1.752 0.798 0.12
Cl -2.676 -1.704 0.086 -0.269 -1.018 0.312 0.19
Cl -3.199 1.364 0.170 -0.293 0.020 -0.489 0.09
H -0.408 -0.364 1.306 -0.154 1.606 -1.401 0.06
H -0.111 1.277 0.200 0.289 -0.143 0.434 0.01
H 1.133 -1.132 -0.708 3.062 0.287 0.222 0.02
```
Positions in Å, forces in eV/Å.

Net charge: 0
Lowest unoccupied orbital energy (spin up / spin down): 0.6 / -3.4 eV
2S+1: 3



The following is a DFT calculation (wB97M-V/def2-TZVPD) of a cluster of 5 separate species, C27H67N5O in total at a distorted geometry.

XYZ file:
```
100
Properties=species:S:1:pos:R:3:forces:R:3:lowdin_charge:R:1
C 0.229 -0.789 7.874 0.140 0.196 -0.573 -0.08
C 0.911 -1.348 6.621 -0.336 0.358 0.172 -0.27
N 0.410 -2.647 6.224 -0.217 -0.316 -0.032 -0.20
C 0.898 -3.750 7.044 -0.152 0.112 -0.019 -0.26
C -0.046 -4.946 7.007 -0.120 0.065 0.230 -0.09
C 0.554 -2.886 4.801 -0.530 0.225 -0.824 -0.26
C -0.534 -2.181 3.976 0.048 0.291 0.111 -0.08
H 0.682 0.187 8.059 -0.061 -0.040 0.326 0.07
H 0.322 -1.422 8.754 0.107 0.012 0.027 0.06
H -0.828 -0.629 7.663 -0.040 -0.090 0.088 0.07
H 0.673 -0.652 5.814 0.081 -0.023 -0.025 0.10
H 2.006 -1.297 6.740 0.060 -0.309 -0.006 0.12
H 1.921 -4.021 6.736 0.020 -0.098 0.206 0.12
H 0.906 -3.397 8.076 0.335 -0.005 -0.041 0.10
H -1.007 -4.625 7.413 -0.094 -0.019 -0.249 0.08
H -0.182 -5.335 6.000 -0.087 -0.036 -0.007 0.06
H 0.281 -5.768 7.646 0.274 0.060 -0.086 0.07
H 0.406 -3.937 4.557 0.349 -0.192 0.387 0.10
H 1.545 -2.582 4.431 0.121 -0.127 0.042 0.11
H -0.547 -2.470 2.922 0.270 -0.187 0.048 0.06
H -0.413 -1.095 3.981 -0.138 0.011 0.129 0.06
H -1.509 -2.441 4.388 -0.015 0.134 0.051 0.08
C 3.722 2.826 1.658 0.118 0.089 -0.032 -0.09
C 2.882 3.572 0.616 0.056 -0.719 0.831 -0.25
N 1.463 3.646 0.961 0.033 -0.049 -0.395 -0.19
C 1.129 3.946 2.358 -0.069 -0.213 -0.524 -0.25
C -0.372 3.840 2.615 0.298 1.639 0.104 -0.08
C 0.738 4.468 -0.015 0.409 0.419 0.112 -0.25
C 1.058 5.970 0.044 -1.252 0.220 0.105 -0.08
H 3.671 3.239 2.665 -0.124 0.188 -0.091 0.06
H 4.777 2.897 1.385 -0.044 -0.244 -0.151 0.08
H 3.423 1.780 1.732 0.089 -0.035 -0.036 0.05
H 3.378 4.533 0.436 -0.258 0.227 -0.054 0.11
H 2.920 2.980 -0.302 0.171 0.226 -0.227 0.11
H 1.681 3.249 2.982 -0.060 -0.025 0.089 0.09
H 1.435 4.964 2.635 0.135 0.034 0.159 0.11
H -0.813 4.696 2.092 -0.347 -0.346 -0.229 0.07
H -0.858 2.926 2.303 0.091 -0.194 0.141 0.06
H -0.576 4.125 3.649 0.025 -0.628 0.163 0.08
H -0.324 4.283 0.128 -0.095 0.216 -0.132 0.09
H 0.960 4.175 -1.045 0.141 -0.563 0.184 0.12
H 0.399 6.487 -0.664 0.215 -0.106 -0.174 0.08
H 2.082 6.230 -0.203 0.116 -0.089 0.114 0.06
H 0.757 6.408 1.000 0.390 -0.066 0.128 0.06
C -3.825 1.133 -4.639 -0.248 0.269 -0.135 -0.08
C -2.914 -0.074 -4.819 0.049 -0.026 -0.745 -0.25
N -3.083 -0.685 -6.145 -0.433 0.230 -0.054 -0.20
C -1.932 -1.426 -6.598 0.672 -1.281 0.551 -0.24
C -1.326 -2.436 -5.584 0.469 0.626 -0.025 -0.09
C -4.326 -1.433 -6.225 -0.633 0.221 -0.461 -0.27
C -4.755 -1.710 -7.663 0.364 -0.248 -0.270 -0.09
H -4.846 0.904 -4.331 0.036 -0.224 -0.059 0.06
H -3.877 1.633 -5.610 -0.063 0.058 0.055 0.08
H -3.453 1.865 -3.920 0.223 -0.209 0.101 0.05
H -1.888 0.289 -4.813 -0.015 -0.179 0.300 0.07
H -3.054 -0.855 -4.061 0.130 0.261 0.372 0.12
H -2.174 -2.034 -7.470 -0.223 0.382 -0.219 0.10
H -1.105 -0.775 -6.889 -0.218 0.349 -0.029 0.11
H -0.400 -2.844 -5.999 -0.184 -0.197 -0.162 0.07
H -0.991 -1.902 -4.692 -0.230 -0.133 0.155 0.03
H -1.984 -3.255 -5.301 -0.094 0.034 0.000 0.07
H -5.137 -0.804 -5.849 0.265 0.040 0.409 0.11
H -4.316 -2.347 -5.612 0.028 -0.080 -0.030 0.12
H -4.129 -2.455 -8.160 -0.022 0.039 0.017 0.06
H -4.680 -0.782 -8.232 -0.007 -0.007 -0.011 0.08
H -5.783 -2.067 -7.739 -0.009 -0.005 0.220 0.07
C -0.431 -2.330 -1.771 0.388 -1.244 0.437 -0.09
C 0.221 -1.989 -0.426 -0.071 -0.035 -0.358 -0.25
N 1.365 -1.101 -0.577 -1.148 1.091 -0.115 -0.22
C 2.487 -1.666 -1.310 -0.660 -0.044 -0.033 -0.25
C 3.503 -0.609 -1.709 0.836 -0.009 0.817 -0.07
C 1.667 -0.341 0.643 0.467 -0.683 -0.380 -0.25
C 2.491 -1.161 1.642 -0.374 1.130 0.531 -0.07
H -0.396 -1.479 -2.444 -0.297 0.069 -0.039 0.05
H -1.437 -2.715 -1.592 -0.181 0.489 -0.120 0.08
H 0.051 -3.195 -2.239 0.245 0.297 -0.173 0.07
H -0.557 -1.496 0.158 0.293 0.244 0.198 0.09
H 0.493 -2.898 0.134 -0.077 -0.155 -0.105 0.11
H 2.072 -2.090 -2.227 0.030 -0.085 0.030 0.11
H 2.889 -2.524 -0.749 0.489 0.172 -0.069 0.12
H 3.180 0.028 -2.529 -0.124 -0.147 -0.114 0.07
H 4.473 -1.059 -1.932 -0.188 -0.126 -0.435 0.08
H 3.757 0.053 -0.876 -0.236 0.003 0.026 0.06
H 2.154 0.586 0.332 0.320 -0.085 0.242 0.08
H 0.745 0.008 1.102 -0.187 -0.315 -0.048 0.09
H 1.930 -2.008 2.036 0.109 -0.266 -0.378 0.06
H 3.451 -1.438 1.215 0.040 -0.233 0.154 0.07
H 2.652 -0.532 2.525 0.316 -0.040 -0.056 0.07
C 0.082 1.500 -3.679 -0.622 -0.654 -0.746 -0.08
N -0.138 1.245 -2.281 0.133 0.192 0.379 0.03
C -1.079 1.907 -1.561 0.070 0.643 -0.224 -0.54
C -1.141 1.580 -0.093 -1.082 0.113 0.536 -0.01
O -1.790 2.773 -2.056 -0.069 -0.256 0.017 0.02
H -0.764 2.025 -4.118 0.029 0.403 0.418 0.08
H 0.037 0.543 -4.210 0.580 -0.034 -0.014 0.06
H 0.994 2.034 -3.939 0.134 0.006 0.272 0.08
H 0.481 0.607 -1.791 -0.091 -0.134 0.004 0.10
H -1.576 0.600 0.122 0.707 -0.345 -0.272 0.08
H -1.899 2.206 0.384 0.183 0.437 -0.343 0.08
H -0.197 1.785 0.407 0.125 -0.318 -0.059 0.05
```
Positions in Å, forces in eV/Å.

Net charge: 0
Lowest unoccupied orbital energy: 0.6 eV
2S+1: 1



Energy above the lowest of the compared OMol25 structures with the same formula, charge and spin readings, ordered: 0.0; 51.1; 9.6 kcal per mole
Energy readings, ordered: -63104.57154; -37462.61524; -38582.86036 eV